[1]
DFT (wB97M-V/def2-TZVPD) results for a single C16H24N4O2 molecule at a distorted geometry.

Calculated values
HOMO level	-9.0	eV
SMILES	O=C(NCCCNC1CCCCC1)c1ccc(/C=N/O)nc1
energy relative to the best compared isomer or geometry (same formula, charge and spin)	31.1	kcal per mole
frontier orbital gap	9.17	eV

Cartesian coordinates (Å):
1 O -0.54 -3.98 -0.05
2 C -0.26 -2.80 -0.21
3 N 0.99 -2.34 -0.43
4 C 2.16 -3.19 -0.37
5 C 3.17 -2.65 0.64
6 C 3.65 -1.24 0.30
7 N 2.57 -0.28 0.47
8 C 2.79 1.05 -0.08
9 C 3.96 1.82 0.54
10 C 4.10 3.20 -0.09
11 C 2.81 4.00 0.05
12 C 1.64 3.24 -0.57
13 C 1.50 1.86 0.08
14 C -1.30 -1.73 -0.20
15 C -2.42 -1.86 0.61
16 C -3.37 -0.86 0.62
17 C -3.17 0.26 -0.20
18 C -4.10 1.37 -0.23
19 N -5.14 1.37 0.50
20 O -5.96 2.48 0.38
21 N -2.11 0.37 -1.00
22 C -1.22 -0.59 -1.01
23 H 1.21 -1.35 -0.34
24 H 1.82 -4.19 -0.10
25 H 2.62 -3.23 -1.36
26 H 4.03 -3.32 0.67
27 H 2.71 -2.64 1.64
28 H 3.95 -1.21 -0.75
29 H 4.53 -1.01 0.91
30 H 2.35 -0.20 1.46
31 H 2.99 0.91 -1.15
32 H 3.77 1.93 1.62
33 H 4.88 1.26 0.41
34 H 4.93 3.74 0.37
35 H 4.33 3.09 -1.15
36 H 2.92 4.97 -0.43
37 H 2.60 4.17 1.11
38 H 0.71 3.80 -0.44
39 H 1.81 3.12 -1.64
40 H 0.66 1.33 -0.37
41 H 1.28 1.98 1.14
42 H -2.53 -2.75 1.22
43 H -4.26 -0.91 1.23
44 H -3.86 2.19 -0.91
45 H -6.69 2.31 0.99
46 H -0.40 -0.46 -1.71

***

[2]
DFT (wB97M-V/def2-TZVPD) results for 2 unconnected molecules or ions with the total composition CHClN2O at a distorted geometry.

Calculated values
HOMO level (spin up / spin down)	-9.7 / -9.6	eV
energy relative to the best compared isomer or geometry (same formula, charge and spin)	62.5	kcal per mole
frontier orbital gap (spin up / spin down)	8.68 / 8.58	eV

Cartesian coordinates (Å):
1 C 1.45 0.59 -0.07
2 N 0.27 0.61 0.09
3 N 1.73 -1.06 2.08
4 O 2.60 0.74 -0.13
5 Cl 1.21 -2.47 2.42
6 H -0.49 0.05 -0.22

***

[3]
DFT (wB97M-V/def2-TZVPD) results for 2 unconnected molecules or ions with the total composition C30H33NO3 at a distorted geometry.

Calculated values
HOMO level	-5.6	eV
frontier orbital gap	3.70	eV

Cartesian coordinates (Å):
1 C -3.75 0.09 1.68
2 C -2.55 0.99 1.86
3 O -1.40 0.16 2.20
4 C -0.27 0.88 2.45
5 C 0.91 0.01 2.56
6 C 0.76 -1.41 2.19
7 C 2.20 0.65 2.53
8 C 3.40 -0.14 2.01
9 O 2.43 1.82 2.88
10 O -0.31 2.10 2.48
11 H -4.63 0.72 1.59
12 H -3.67 -0.50 0.76
13 H -3.89 -0.58 2.53
14 H -2.33 1.54 0.93
15 H -2.73 1.71 2.67
16 H -0.30 -1.63 2.12
17 H 1.20 -1.60 1.19
18 H 1.26 -2.08 2.90
19 H 3.20 -1.21 1.90
20 H 3.69 0.25 1.02
21 H 4.25 0.00 2.68
22 C -0.53 4.52 3.94
23 C -1.30 4.88 5.05
24 C -0.97 4.38 6.32
25 C 0.14 3.53 6.48
26 C 0.41 2.95 7.85
27 N 1.20 1.71 7.81
28 C 2.38 1.62 8.69
29 C 2.41 0.43 9.63
30 C 3.59 -0.30 9.78
31 C 3.62 -1.43 10.60
32 C 2.46 -1.82 11.29
33 C 1.30 -1.03 11.21
34 C 1.27 0.08 10.35
35 C 0.90 0.74 6.94
36 C 1.70 -0.37 6.66
37 C 1.17 -1.55 6.17
38 C 1.77 -2.85 6.37
39 C 1.00 -4.05 6.40
40 C 1.61 -5.29 6.59
41 C 3.01 -5.37 6.74
42 C 3.77 -4.20 6.74
43 C 3.17 -2.96 6.58
44 C 0.95 3.25 5.38
45 C 0.61 3.75 4.13
46 H -0.82 4.82 2.94
47 H -2.17 5.53 4.93
48 H -1.57 4.62 7.20
49 H 0.94 3.67 8.49
50 H -0.56 2.74 8.34
51 H 3.29 1.62 8.07
52 H 2.40 2.56 9.27
53 H 4.49 0.04 9.24
54 H 4.55 -2.00 10.70
55 H 2.46 -2.72 11.90
56 H 0.43 -1.26 11.82
57 H 0.35 0.67 10.24
58 H -0.07 0.84 6.44
59 H 2.78 -0.29 6.84
60 H 0.17 -1.50 5.69
61 H -0.09 -3.97 6.29
62 H 1.01 -6.20 6.62
63 H 3.50 -6.35 6.79
64 H 4.86 -4.25 6.86
65 H 3.76 -2.05 6.58
66 H 1.83 2.61 5.45
67 H 1.27 3.50 3.32

***

no.,E_tot (eV)
1,-27036.408
2,-18599.242
3,-39274.844